# C33H46F4MnN5OSeTe

A molecular structure, C33H46F4MnN5OSeTe (ωB97M-V/def2-TZVPD, the OMol25 dataset).

```
92
Properties=species:S:1:pos:R:3:mulliken_spin:R:1
Mn -0.230 0.656 -0.348 0.96
C -2.394 2.863 -0.634 0.02
N -2.032 1.604 0.020 0.01
C -2.876 0.494 -0.443 -0.04
C -2.080 1.759 1.487 0.02
C -1.539 0.528 2.189 0.01
N -0.269 0.178 1.566 -0.03
C 0.618 -0.633 2.212 -0.02
C 1.936 -0.765 1.730 0.03
F 2.328 -0.019 0.663 0.01
C 2.871 -1.600 2.302 0.00
F 4.094 -1.652 1.756 0.00
C 2.582 -2.361 3.416 0.01
C 1.305 -2.237 3.928 0.00
F 0.953 -2.949 5.002 0.00
C 0.361 -1.409 3.358 0.01
F -0.868 -1.387 3.927 0.00
H -3.437 3.128 -0.429 0.00
H -2.256 2.771 -1.709 0.00
H -1.753 3.660 -0.259 0.00
H -3.829 0.381 0.087 0.00
H -2.325 -0.444 -0.294 0.00
H -3.068 0.607 -1.512 0.00
H -3.109 1.963 1.812 -0.01
H -1.461 2.624 1.733 0.00
H -2.275 -0.285 2.126 0.00
H -1.436 0.774 3.248 -0.01
H 3.314 -3.015 3.864 0.00
O -0.278 1.353 -2.374 -0.02
C 0.732 2.318 -2.694 0.00
C 1.160 3.007 -1.429 0.02
C 1.774 4.246 -1.448 0.00
C 2.230 4.780 -0.254 0.01
C 2.052 4.055 0.915 0.00
C 1.413 2.833 0.850 0.03
N 0.968 2.315 -0.302 -0.01
H -0.265 0.668 -3.049 0.01
H 0.348 3.033 -3.425 0.00
H 1.603 1.810 -3.119 0.00
H 1.895 4.777 -2.381 0.00
H 2.715 5.745 -0.236 0.00
H 2.399 4.430 1.866 0.00
H 1.238 2.229 1.730 0.00
C -3.002 -5.357 1.312 0.00
Te -2.244 -3.378 1.609 0.00
C -3.619 -2.928 3.178 0.00
H -3.915 -5.354 0.726 0.00
H -3.187 -5.794 2.289 0.00
H -2.237 -5.939 0.808 0.00
H -3.547 -3.695 3.942 0.00
H -4.634 -2.862 2.800 0.00
H -3.315 -1.975 3.602 0.00
C 3.592 -3.382 -2.867 0.00
C 2.753 -3.379 -4.141 0.00
C 2.668 -2.010 -4.809 0.00
C 1.849 -0.975 -4.038 0.00
N 0.426 -1.305 -3.977 0.00
C -0.265 -1.738 -2.885 0.00
Se 0.393 -1.824 -1.145 0.02
N -1.516 -2.044 -3.282 0.00
C -2.594 -2.546 -2.431 0.00
C -3.013 -3.985 -2.729 0.00
C -2.046 -5.074 -2.267 0.00
C -0.752 -5.169 -3.069 0.00
C -1.647 -1.803 -4.645 0.00
C -2.735 -1.909 -5.499 0.00
C -2.530 -1.551 -6.820 0.00
C -1.286 -1.093 -7.270 0.00
C -0.206 -0.976 -6.413 0.00
C -0.412 -1.344 -5.091 0.00
H 3.668 -4.389 -2.460 0.00
H 3.159 -2.750 -2.093 0.00
H 4.603 -3.029 -3.074 0.00
H 1.745 -3.748 -3.932 0.00
H 3.184 -4.079 -4.859 0.00
H 2.259 -2.114 -5.816 0.00
H 3.674 -1.597 -4.922 0.00
H 1.939 -0.004 -4.532 0.00
H 2.200 -0.880 -3.010 0.00
H -3.451 -1.883 -2.573 0.00
H -2.259 -2.462 -1.395 0.00
H -3.214 -4.106 -3.797 0.00
H -3.969 -4.121 -2.218 0.00
H -2.573 -6.028 -2.331 0.00
H -1.813 -4.919 -1.210 0.00
H -0.953 -5.166 -4.142 0.00
H -0.219 -6.089 -2.833 0.00
H -0.081 -4.345 -2.835 0.00
H -3.698 -2.256 -5.155 0.00
H -3.350 -1.625 -7.520 0.00
H -1.167 -0.823 -8.309 0.00
H 0.750 -0.617 -6.765 0.00
```

Output
Kohn-Sham gap (alpha / beta), eV: 6.97 / 6.98
Charge: +1
2S+1: 2
HOMO (alpha / beta), eV: -9.26 / -9.37
⟨S²⟩: 1.19